No. 1
Molecular formula: C2H4NPS
Method: DFT, wB97M-V/def2-TZVPD

```
9
Properties=species:S:1:pos:R:3:forces:R:3:lowdin_charge:R:1
C -0.411 -0.543 0.888 -0.435 1.943 -1.582 -0.092
C 0.119 -0.516 -0.519 -1.175 -2.451 -1.186 -0.257
N 0.759 0.156 0.508 3.716 0.368 0.251 -0.576
P 1.709 1.447 0.597 -1.299 -0.226 -0.516 0.925
S -0.922 2.158 -1.787 0.495 0.462 0.310 -0.229
H -1.076 0.210 1.183 -1.751 0.267 0.466 0.096
H -0.318 -1.451 1.353 0.219 -1.792 1.495 0.088
H 0.386 -1.531 -0.877 0.754 0.662 0.575 0.129
H -0.247 0.070 -1.346 -0.524 0.767 0.186 -0.085
```
Forces are in eV/Å.

The calculation puts the HOMO energy (spin up / spin down) at -0.2767 / -0.2745 Eh. The orbital gap (spin up / spin down) comes out at 5.77 / 5.10 eV. The spin multiplicity is 1. The energy relative to the best compared isomer or geometry (same formula, charge and spin) is 592.7 kJ/mol. The LUMO energy (spin up / spin down) is -0.065 / -0.087 hartree.

=====

No. 2
Molecular formula: C3H6N2O
Method: DFT, wB97M-V/def2-TZVPD

```
12
Properties=species:S:1:pos:R:3:forces:R:3:lowdin_charge:R:1
C -0.400 1.812 -0.668 0.019 0.194 -0.045 -0.136
N -0.202 0.435 -0.322 0.216 -0.155 0.288 -0.034
C 0.674 0.040 0.503 -0.217 0.155 -0.165 -0.242
N 0.565 -1.275 0.920 -0.038 0.020 0.051 0.028
C -0.433 -1.952 0.118 -0.378 -0.330 0.040 -0.321
O -1.506 -2.261 0.543 0.569 -0.053 -0.116 0.092
H -0.395 1.918 -1.760 0.028 0.049 0.231 0.074
H 0.337 2.501 -0.228 -0.051 -0.071 -0.065 0.072
H -1.402 2.090 -0.317 0.218 0.127 -0.114 0.079
H 1.473 0.634 0.972 -0.186 -0.001 -0.134 0.133
H 1.399 -1.796 1.160 -0.066 0.120 -0.068 0.125
H -0.111 -2.146 -0.920 -0.114 -0.054 0.098 0.130
```
Forces are in eV/Å.

The calculation puts the HOMO energy at -0.3439 Eh. The orbital gap comes out at 10.28 eV. The spin multiplicity is 1. The energy relative to the best compared isomer or geometry (same formula, charge and spin) is 175.1 kJ/mol. Its SMILES is C/N=C/NC=O. The LUMO energy is 0.034 hartree.

=====

No. 3
Molecular formula: C18H11F6MgN4O10S2
Method: DFT, wB97M-V/def2-TZVPD

```
52
Properties=species:S:1:pos:R:3:forces:R:3:lowdin_charge:R:1
Mg 0.979 -0.669 -0.689 0.123 -0.024 0.130 0.693
O 0.331 3.124 -2.004 -0.015 -0.010 -0.001 0.026
C -0.197 2.071 -1.654 0.073 0.073 0.092 -0.580
O 0.411 0.979 -1.429 -0.075 -0.107 -0.170 -0.081
C -1.710 2.076 -1.437 0.004 0.023 0.017 -0.166
C -2.417 3.272 -1.730 -0.009 -0.025 -0.004 0.003
C -3.761 3.307 -1.530 0.003 -0.008 0.008 -0.015
C -4.419 2.154 -1.036 -0.008 0.019 -0.012 -0.162
C -5.813 2.101 -0.799 0.000 0.007 0.002 -0.051
C -6.389 0.960 -0.319 0.007 -0.010 0.004 -0.094
C -5.597 -0.180 -0.055 0.002 0.005 -0.002 -0.075
C -4.250 -0.156 -0.275 0.027 0.028 0.005 0.003
C -3.628 1.015 -0.772 0.004 -0.016 0.016 -0.195
N -2.280 0.996 -0.977 -0.010 -0.016 0.014 0.195
H -1.856 4.117 -2.099 0.007 0.000 -0.002 0.109
H -4.338 4.201 -1.739 -0.005 -0.002 -0.003 0.111
H -6.412 2.981 -1.004 0.000 0.000 -0.001 0.105
H -7.456 0.925 -0.138 -0.001 0.000 0.000 0.095
H -6.063 -1.079 0.327 0.004 -0.005 -0.001 0.102
H -3.630 -1.020 -0.077 -0.096 0.047 -0.029 0.078
C 3.178 2.437 0.113 -0.013 0.004 0.026 0.028
C 3.731 1.109 -0.253 -0.009 0.001 -0.017 -0.307
N 3.013 0.037 -0.511 -0.034 -0.010 0.012 0.120
C 3.879 -0.966 -0.840 -0.014 0.001 -0.011 -0.103
C 5.161 -0.504 -0.769 -0.011 0.025 -0.073 -0.077
N 5.042 0.814 -0.393 0.007 -0.009 -0.025 0.184
C 6.490 -1.102 -1.014 0.031 -0.076 0.226 -0.501
O 6.503 -2.367 -1.368 0.001 0.023 -0.056 0.121
O 7.492 -0.436 -0.853 -0.010 0.030 -0.089 0.077
C 3.296 -2.281 -1.249 0.008 0.016 0.059 -0.540
O 4.072 -3.207 -1.542 0.001 -0.005 -0.007 0.047
O 2.032 -2.308 -1.258 -0.009 0.032 -0.047 -0.031
H 2.382 2.704 -0.585 0.021 -0.001 -0.017 0.071
H 3.952 3.204 0.097 -0.001 0.000 -0.004 0.080
H 2.743 2.396 1.113 0.005 -0.001 -0.001 0.093
H 5.834 1.426 -0.275 -0.002 0.004 0.007 0.168
H 5.558 -2.749 -1.442 -0.005 0.003 -0.019 0.066
F -0.726 -0.889 4.769 -0.017 -0.002 0.000 0.145
C 0.245 -0.855 3.860 0.000 0.047 0.006 -0.679
F 0.833 -2.046 3.815 0.013 -0.042 -0.020 0.145
F 1.149 0.054 4.233 -0.003 -0.004 0.006 0.140
S -0.433 -0.372 2.218 -0.039 0.026 -0.048 0.630
O 0.753 -0.362 1.370 -0.033 -0.014 -0.022 -0.317
O -1.095 0.866 2.450 0.005 0.021 0.035 -0.236
N -1.424 -1.550 1.924 -0.011 -0.041 0.028 -0.263
S -1.372 -2.497 0.677 0.127 -0.004 -0.042 0.620
O -0.656 -1.938 -0.453 -0.006 0.020 0.000 -0.303
O -2.651 -3.073 0.428 -0.027 -0.033 0.027 -0.250
C -0.314 -3.916 1.197 0.012 0.001 -0.013 -0.674
F 0.935 -3.511 1.405 -0.013 0.008 0.014 0.148
F -0.785 -4.452 2.324 -0.007 0.003 -0.002 0.139
F -0.320 -4.842 0.245 0.000 -0.003 0.007 0.157
```
Forces are in eV/Å.

The calculation puts the HOMO energy at -0.2434 Eh. The orbital gap comes out at 9.10 eV. The spin multiplicity is 1. The energy relative to the best compared isomer or geometry (same formula, charge and spin) is 60.2 kJ/mol. The LUMO energy is 0.091 hartree. Its net charge is -1.

=====

No. 4
Molecular formula: C4H7N3S
Method: DFT, wB97M-V/def2-TZVPD

```
15
Properties=species:S:1:pos:R:3:forces:R:3:lowdin_charge:R:1
C 2.966 1.077 -0.086 -0.370 0.061 0.469 -0.036
N 1.984 0.695 -0.803 0.646 0.222 0.452 -0.057
N 0.852 0.396 -0.024 0.212 0.075 -0.002 -0.043
C -0.054 -0.177 -0.709 -0.619 -0.180 -0.208 -0.646
C 0.030 -0.552 -2.176 -0.684 0.316 0.221 -0.113
S -1.607 -0.661 -0.016 0.208 0.083 0.166 0.945
N -1.756 -0.325 1.628 0.451 0.218 -0.235 -0.379
C -0.896 0.257 2.367 0.603 -0.178 -1.458 -0.122
H 2.903 1.157 1.024 -0.044 -0.124 -0.801 0.079
H 3.895 1.367 -0.569 -0.140 -0.117 -0.076 0.060
H 0.768 -1.330 -2.266 0.270 -0.317 -0.241 0.075
H 0.349 0.311 -2.758 0.069 -0.065 0.044 0.076
H -0.943 -0.903 -2.568 0.433 0.076 0.289 0.064
H -1.191 0.381 3.371 -0.294 0.181 1.253 0.047
H 0.098 0.611 2.039 -0.741 -0.252 0.126 0.050
```
Forces are in eV/Å.

The calculation puts the HOMO energy at -0.3246 Eh. The orbital gap comes out at 9.36 eV. The spin multiplicity is 1. The energy relative to the best compared isomer or geometry (same formula, charge and spin) is 325.5 kJ/mol. Its SMILES is C=N/N=C(\C)SN=C. The LUMO energy is 0.019 hartree.

=====

No. 5
Molecular formula: C23H18F6N2O2
Method: DFT, wB97M-V/def2-TZVPD

```
51
Properties=species:S:1:pos:R:3:forces:R:3:lowdin_charge:R:1
C 5.722 -2.588 -2.003 0.034 0.101 -0.015 -0.058
C 4.793 -1.913 -1.040 -0.017 -0.052 -0.052 -0.292
C 3.448 -1.745 -1.339 0.197 -0.018 0.123 -0.039
C 2.594 -1.108 -0.459 -0.137 0.102 0.143 -0.011
C 3.071 -0.625 0.756 0.055 -0.209 -0.400 -0.247
N 2.237 0.049 1.642 -0.318 0.369 0.442 0.040
N 0.872 -0.165 1.557 0.644 -0.685 0.297 0.079
C 0.033 0.782 1.097 -0.334 -0.030 0.218 -0.428
O 0.312 1.938 0.899 -0.024 0.168 -0.107 0.116
C -1.376 0.210 0.770 0.095 0.512 -0.101 -0.341
O -1.532 -1.035 1.430 0.059 -0.199 0.025 0.017
C -2.464 1.165 1.226 -0.028 -0.022 -0.040 -0.127
C -3.654 1.280 0.517 0.186 -0.062 0.073 -0.012
C -4.670 2.101 0.975 -0.130 0.080 0.100 -0.046
C -4.515 2.808 2.154 0.121 -0.070 -0.026 -0.006
C -3.334 2.674 2.873 0.126 -0.055 0.119 -0.098
C -3.190 3.442 4.157 -0.067 0.169 0.259 -0.587
F -4.238 3.243 4.980 -0.182 -0.118 -0.057 0.136
F -3.133 4.770 3.949 0.003 0.107 -0.195 0.144
F -2.096 3.117 4.855 0.223 -0.179 -0.093 0.145
C -2.311 1.858 2.419 -0.236 0.140 0.021 0.068
C -1.309 0.061 -0.740 -0.040 -0.234 -0.176 -0.150
C -1.297 1.195 -1.548 0.010 -0.083 -0.048 -0.008
C -1.152 1.073 -2.917 0.018 0.032 0.004 -0.034
C -1.009 -0.175 -3.500 0.010 -0.218 0.105 -0.002
C -1.012 -1.302 -2.691 -0.019 -0.010 -0.123 -0.111
C -0.804 -2.661 -3.296 0.045 -0.267 -0.101 -0.586
F -1.424 -3.635 -2.608 -0.111 0.036 0.204 0.139
F -1.247 -2.746 -4.558 -0.088 0.197 -0.148 0.141
F 0.499 -3.003 -3.332 0.193 0.100 0.068 0.136
C -1.153 -1.191 -1.315 -0.078 0.088 -0.026 0.041
C 4.420 -0.788 1.063 -0.125 0.076 0.055 -0.031
C 5.264 -1.417 0.171 -0.135 -0.021 -0.057 -0.051
H 6.456 -3.193 -1.474 0.063 -0.079 -0.033 0.075
H 5.170 -3.223 -2.692 0.025 -0.076 -0.069 0.074
H 6.262 -1.842 -2.588 0.078 -0.032 -0.091 0.081
H 3.054 -2.121 -2.272 -0.039 -0.046 -0.110 0.105
H 1.555 -0.977 -0.723 -0.065 0.011 -0.017 0.093
H 2.593 0.176 2.581 -0.247 -0.090 -0.188 0.146
H 0.511 -1.109 1.669 0.169 0.223 0.002 0.157
H -2.438 -1.341 1.304 0.029 0.042 0.020 0.126
H -3.786 0.730 -0.404 -0.002 -0.010 -0.092 0.123
H -5.586 2.189 0.412 -0.094 0.008 -0.056 0.109
H -5.300 3.451 2.521 -0.082 0.061 0.023 0.125
H -1.399 1.766 2.988 0.075 0.038 0.066 0.135
H -1.378 2.168 -1.090 -0.017 0.106 0.018 0.129
H -1.141 1.956 -3.536 -0.004 0.102 -0.060 0.111
H -0.893 -0.277 -4.568 -0.007 -0.002 -0.094 0.122
H -1.136 -2.078 -0.698 -0.003 -0.023 0.032 0.132
H 4.802 -0.413 2.002 0.061 0.039 0.119 0.107
H 6.309 -1.534 0.423 0.108 -0.020 0.040 0.112
```
Forces are in eV/Å.

The calculation puts the HOMO energy at -0.2951 Eh. The orbital gap comes out at 8.40 eV. The spin multiplicity is 1. Its SMILES is Cc1ccc(NNC(=O)C(O)(c2cccc(C(F)(F)F)c2)c2cccc(C(F)(F)F)c2)cc1. The LUMO energy is 0.014 hartree.

=====

No. 6
Molecular formula: C8H13N3
Method: DFT, wB97M-V/def2-TZVPD

```
24
Properties=species:S:1:pos:R:3:forces:R:3:lowdin_charge:R:1
C -0.005 -0.576 -1.737 -0.282 0.453 0.424 -0.033
C -1.940 0.374 -1.411 1.220 -0.994 0.375 -0.113
C 2.007 -0.193 0.880 0.053 0.095 -0.175 -0.085
C 0.676 -0.804 0.594 -0.450 -0.002 0.804 -0.192
C 0.844 0.028 1.824 -0.098 0.077 -0.049 -0.521
C 0.852 -0.676 3.163 0.093 -0.013 -0.214 -0.059
C 0.226 1.410 1.902 0.208 -0.108 -0.049 -0.071
C -1.402 -0.341 -3.770 0.066 -0.173 -0.465 -0.025
N -0.141 -0.356 -0.414 -0.721 -0.046 -1.855 -0.079
N -1.378 0.237 -0.233 -0.279 0.286 0.601 0.133
N -1.140 -0.135 -2.374 0.439 0.098 0.613 -0.125
H 0.821 -1.055 -2.210 0.186 -0.183 -0.095 0.141
H 2.812 -0.847 1.189 0.075 -0.108 -0.005 0.085
H 2.346 0.649 0.284 -0.036 0.175 -0.006 0.095
H -2.922 0.767 -1.574 -0.198 0.120 -0.061 0.128
H 1.399 -0.088 3.905 0.023 0.004 0.040 0.075
H 1.320 -1.656 3.080 -0.015 -0.062 0.014 0.075
H -0.169 -0.809 3.518 -0.102 -0.056 0.080 0.076
H 0.362 1.961 0.974 -0.022 0.092 -0.058 0.069
H 0.675 1.985 2.713 0.073 0.063 0.044 0.074
H -0.844 1.329 2.087 -0.036 0.065 0.039 0.066
H -2.397 0.019 -4.013 -0.009 0.021 0.007 0.093
H -0.665 0.187 -4.378 -0.087 0.032 0.004 0.095
H -1.336 -1.409 -3.999 -0.102 0.163 -0.014 0.099
```
Forces are in eV/Å.

The calculation puts the HOMO energy (spin up / spin down) at -0.2252 / -0.2252 Eh. The orbital gap (spin up / spin down) comes out at 6.66 / 6.66 eV. The spin multiplicity is 1. The energy relative to the best compared isomer or geometry (same formula, charge and spin) is 379.2 kJ/mol. The LUMO energy (spin up / spin down) is 0.019 / 0.019 hartree.

=====

No. 7
Molecular formula: C27H37AlAsN4O3
Method: DFT, wB97M-V/def2-TZVPD

```
73
Properties=species:S:1:pos:R:3:forces:R:3:lowdin_charge:R:1
Al -1.769 1.601 0.085 -0.095 0.295 -0.874 0.019
N -1.856 3.573 -0.339 0.160 -0.078 -0.098 0.079
C -1.433 3.970 -1.726 -0.063 -0.163 0.147 -0.163
C -2.247 3.241 -2.783 -0.051 0.007 -0.010 -0.154
C -2.012 1.738 -2.836 -0.044 -0.024 0.222 -0.157
N -2.588 1.056 -1.631 0.159 -0.107 -0.119 0.077
H -2.797 3.920 -0.159 -0.053 -0.014 -0.037 0.130
H -1.258 4.053 0.332 0.042 0.062 -0.023 0.127
H -0.376 3.724 -1.828 0.019 -0.010 0.047 0.112
H -1.538 5.047 -1.835 -0.037 0.051 -0.020 0.130
H -1.967 3.653 -3.753 -0.008 0.027 -0.026 0.130
H -3.316 3.451 -2.658 0.032 -0.005 -0.004 0.129
H -0.943 1.521 -2.859 -0.019 -0.017 0.026 0.112
H -2.462 1.314 -3.731 -0.039 0.011 -0.035 0.131
H -2.469 0.049 -1.741 0.075 -0.032 -0.028 0.095
H -3.596 1.214 -1.568 -0.016 0.079 -0.002 0.103
O -4.872 1.808 -0.109 0.103 -0.453 0.116 0.035
N -4.453 1.586 1.029 -0.334 1.424 0.026 -0.459
O -5.112 1.496 2.017 -0.039 -0.492 -0.169 0.158
O -3.136 1.616 1.200 0.160 -0.438 0.654 -0.029
C 2.399 -2.057 6.145 -0.022 0.022 -0.057 -0.038
C 1.796 -1.633 4.832 0.032 -0.016 0.046 -0.248
C 0.587 -2.160 4.393 0.002 -0.048 0.035 -0.006
C 0.022 -1.783 3.184 0.021 -0.033 -0.014 -0.277
C -1.300 -2.405 2.784 0.107 0.045 0.032 -0.070
C 0.705 -0.850 2.377 -0.105 -0.062 0.134 -0.277
As -0.359 -0.381 0.832 -0.162 0.026 -0.248 1.388
N -0.019 1.241 -0.025 0.237 0.244 0.538 -0.199
C 1.109 1.876 -0.601 -0.159 -0.094 -0.238 -0.394
C 1.638 3.036 -0.036 0.024 0.081 -0.012 -0.075
C 2.687 3.708 -0.653 -0.037 -0.052 -0.002 -0.068
C 3.229 3.224 -1.838 -0.032 0.001 0.058 -0.078
C 2.710 2.066 -2.402 -0.057 -0.046 0.011 -0.065
C 1.652 1.400 -1.794 0.077 0.059 -0.072 -0.061
C -0.152 -1.722 -0.555 0.040 -0.141 -0.054 -0.263
C -1.339 -2.212 -1.137 0.042 -0.056 -0.029 -0.296
C -2.724 -2.100 -0.521 0.065 -0.056 -0.111 -0.084
C -1.251 -2.966 -2.308 -0.070 -0.027 0.041 -0.016
C -0.034 -3.284 -2.889 0.012 -0.023 -0.058 -0.251
C 0.039 -4.093 -4.157 0.030 0.035 0.043 -0.038
C 1.126 -2.863 -2.245 0.088 -0.063 -0.006 -0.006
C 1.097 -2.102 -1.084 -0.001 0.026 -0.001 -0.260
C 2.412 -1.737 -0.435 -0.105 -0.033 -0.081 -0.030
C 1.932 -0.317 2.782 -0.008 -0.003 0.076 -0.271
C 2.756 0.655 1.976 -0.078 -0.102 0.039 -0.043
C 2.445 -0.723 4.011 0.104 0.025 0.033 -0.008
H 1.698 -2.647 6.734 0.002 0.019 -0.028 0.078
H 2.699 -1.192 6.736 -0.007 0.002 -0.014 0.085
H 3.291 -2.664 5.980 -0.008 0.004 -0.009 0.088
H 0.064 -2.884 5.010 0.041 0.041 -0.024 0.121
H -1.566 -3.203 3.476 0.025 0.037 0.019 0.086
H -1.259 -2.852 1.788 0.040 0.007 -0.010 0.059
H -2.114 -1.676 2.793 0.016 0.028 -0.006 0.081
H 1.243 3.385 0.913 0.008 0.000 -0.028 0.115
H 3.093 4.603 -0.198 -0.016 -0.017 -0.003 0.110
H 4.052 3.740 -2.313 -0.021 -0.002 0.010 0.108
H 3.125 1.681 -3.326 -0.014 0.007 0.030 0.111
H 1.235 0.503 -2.239 0.026 -0.002 0.014 0.109
H -2.855 -1.263 0.158 0.037 0.110 0.074 0.025
H -2.937 -2.997 0.065 0.018 -0.012 -0.032 0.095
H -3.493 -2.049 -1.295 0.025 -0.012 -0.004 0.086
H -2.166 -3.347 -2.755 0.054 0.034 0.018 0.122
H -0.952 -4.368 -4.513 0.004 0.012 0.016 0.078
H 0.610 -5.010 -4.001 -0.005 0.024 0.013 0.089
H 0.541 -3.529 -4.946 -0.006 -0.012 0.012 0.087
H 2.092 -3.152 -2.651 -0.062 0.014 0.010 0.127
H 3.185 -2.441 -0.741 -0.025 0.021 -0.020 0.090
H 2.348 -1.764 0.650 -0.022 -0.039 0.003 0.064
H 2.747 -0.739 -0.725 -0.032 0.016 -0.011 0.069
H 2.376 0.802 0.973 0.010 -0.059 0.049 0.027
H 3.781 0.291 1.888 -0.001 0.003 0.035 0.098
H 2.798 1.630 2.465 -0.025 -0.013 0.000 0.094
H 3.399 -0.308 4.329 -0.059 -0.041 -0.011 0.130
```
Forces are in eV/Å.

The calculation puts the HOMO energy at -0.4053 Eh. The orbital gap comes out at 8.59 eV. The spin multiplicity is 1. The energy relative to the best compared isomer or geometry (same formula, charge and spin) is 0.0 kJ/mol. The LUMO energy is -0.089 hartree. Its net charge is +1.